# 1
{"formula": "C2H5IOS", "method": "wB97M-V/def2-TZVPD", "de_lowest_kcal_mol": 23.0, "e_homo_ev": -9.42, "charge": 0, "species": ["C", "C", "O", "S", "I", "H", "H", "H", "H", "H"], "positions_angstrom": [[-0.525, 0.886, 0.780], [0.043, -0.459, 0.408], [0.307, 0.616, -2.044], [-0.252, -0.600, -1.430], [1.290, -2.480, -1.877], [-0.214, 1.446, -0.072], [-1.568, 1.118, 1.107], [0.031, 1.168, 1.758], [-0.246, -1.454, 0.831], [1.136, -0.242, 0.538]]}



# 2
{"formula": "C2H5InO2", "method": "wB97M-V/def2-TZVPD", "e_homo_ev": [-20.09, -21.39], "charge": 2, "species": ["O", "In", "C", "O", "C", "H", "H", "H", "H", "H"], "positions_angstrom": [[0.176, 2.020, 0.836], [1.901, 2.154, 0.598], [-0.784, -1.180, 0.381], [0.347, -1.070, -0.686], [0.614, 0.072, -1.178], [-0.397, -1.882, 1.129], [-1.290, -0.310, 0.814], [-1.594, -1.698, -0.150], [1.549, -0.054, -1.769], [-0.521, 1.948, 0.025]]}



# 3
{"formula": "C2H5MgO3", "method": "wB97M-V/def2-TZVPD", "de_lowest_kcal_mol": 51.9, "e_homo_ev": [-13.97, -13.97], "charge": 1, "species": ["H", "O", "O", "C", "H", "Mg", "O", "C", "H", "H", "H"], "positions_angstrom": [[-0.426, -0.042, -1.504], [0.861, -1.464, -1.046], [1.787, -0.653, -1.725], [-0.369, -1.057, -1.088], [-1.072, -1.892, -1.154], [1.858, 0.714, -0.336], [0.665, 1.319, 1.003], [-0.547, 0.955, 1.431], [-1.263, 1.792, 1.522], [-0.970, -0.056, 0.520], [-0.524, 0.384, 2.378]]}



# 4
{"formula": "C2H5N", "method": "wB97M-V/def2-TZVPD", "de_lowest_kcal_mol": 34.4, "e_homo_ev": -9.69, "charge": 0, "species": ["C", "C", "H", "H", "H", "H", "H", "N"], "positions_angstrom": [[-0.726, -0.099, -0.101], [0.599, 0.525, -0.095], [-1.361, -0.236, -0.986], [-1.285, -0.055, 0.885], [0.662, 0.930, 0.948], [0.729, 1.057, -1.008], [0.783, -1.310, 0.578], [0.599, -0.812, -0.222]]}



# 5
{"formula": "C2H5N", "method": "wB97M-V/def2-TZVPD", "de_lowest_kcal_mol": 2.2, "e_homo_ev": -8.20, "charge": 0, "species": ["C", "C", "N", "H", "H", "H", "H", "H"], "positions_angstrom": [[-0.793, 0.017, 0.941], [0.285, 0.239, 0.194], [0.580, -0.343, -1.030], [-1.605, -0.615, 0.600], [-0.940, 0.554, 1.860], [1.145, 0.754, 0.587], [-0.124, -0.551, -1.715], [1.452, -0.055, -1.437]]}



# 6
{"formula": "C2H5N", "method": "wB97M-V/def2-TZVPD", "de_lowest_kcal_mol": 103.0, "e_homo_ev": -8.57, "charge": 0, "species": ["C", "C", "N", "H", "H", "H", "H", "H"], "positions_angstrom": [[-0.480, -0.275, -0.571], [0.290, 0.158, 0.800], [1.186, 0.582, -0.282], [-0.534, -1.409, -0.871], [-1.088, 0.555, -0.688], [0.519, 0.162, -1.149], [0.440, -0.741, 1.434], [-0.333, 0.968, 1.328]]}



# 7
{"formula": "C2H5N2", "method": "wB97M-V/def2-TZVPD", "spin_multiplicity": 2, "e_homo_ev": [-8.26, -12.11], "charge": 0, "species": ["N", "N", "C", "H", "H", "C", "H", "H", "H"], "positions_angstrom": [[-0.571, -2.815, -1.402], [-0.787, -2.441, -0.378], [-0.213, 0.386, 1.028], [-1.289, 0.347, 0.911], [0.455, -0.310, 1.520], [0.450, 1.064, -0.143], [0.778, 2.118, 0.056], [1.370, 0.531, -0.523], [-0.193, 1.120, -1.068]]}



# 8
{"formula": "C2H5N2", "method": "wB97M-V/def2-TZVPD", "de_lowest_kcal_mol": 98.4, "e_homo_ev": -17.29, "charge": 1, "species": ["C", "C", "N", "N", "H", "H", "H", "H", "H"], "positions_angstrom": [[-0.670, 0.543, 2.405], [0.615, -0.270, -1.407], [-0.194, 0.453, 1.342], [-0.265, -0.821, -0.477], [-0.999, 0.508, 3.398], [1.291, 0.539, -1.034], [1.378, -1.040, -1.743], [0.018, 0.367, -2.224], [-1.173, -0.278, -0.261]]}